Entry 1:
DFT (ωB97M-V/def2-TZVPD) results for 5 unconnected molecules or ions with the total composition C37H56F12N2O15PS.

Computed properties:
* charge: +1
* E: -125699.1021 eV
* LUMO: -2.8399 eV
* 2S+1: 1
* orbital gap: 8.730 eV

Each line ends with the Löwdin charge.
Cartesian coordinates (Å):
C1 1.528 -4.213 2.968  -0.048
C2 0.980 -3.196 1.962  -0.230
O1 -0.447 -3.115 1.965  -0.099
C3 -1.126 -4.123 1.359  -0.141
N1 -1.605 -3.821 -0.064  0.031
C4 -0.607 -3.811 -1.183  -0.050
C5 -1.465 -3.317 -2.360  -0.241
C6 -2.330 -4.460 -2.951  -0.143
C7 -1.876 -4.910 -4.342  -0.196
C8 -0.687 -5.893 -4.338  -0.219
S1 -1.051 -7.266 -5.409  0.579
O2 -2.346 -7.768 -5.057  -0.272
O3 -0.737 -6.878 -6.741  -0.240
O4 0.038 -8.339 -4.981  -0.138
C9 -2.191 -2.125 -1.709  -0.383
C10 -3.367 -1.531 -2.509  -0.129
C11 -3.083 -1.243 -3.967  -0.213
C12 -3.582 -2.089 -4.948  -0.057
C13 -3.343 -1.829 -6.291  -0.056
C14 -2.612 -0.712 -6.668  -0.030
C15 -2.119 0.166 -5.706  -0.259
C16 -1.323 1.378 -6.096  -0.037
C17 -2.376 -0.108 -4.367  -0.039
P1 -0.984 -0.619 -1.488  1.005
C18 0.263 -0.846 -2.828  -0.234
O5 -0.021 -1.067 -0.215  -0.331
C19 -2.646 -2.670 -0.320  -0.370
N2 -2.597 -1.669 0.681  0.133
C20 -4.002 -3.466 -0.239  -0.005
C21 -5.227 -2.616 0.074  -0.497
O6 -5.468 -2.281 1.198  0.145
O7 -5.990 -2.190 -0.963  0.107
H1 1.938 -5.091 2.469  0.074
H2 2.357 -3.765 3.514  0.080
H3 0.759 -4.516 3.674  0.085
H4 1.358 -3.410 0.961  0.110
H5 1.316 -2.197 2.213  0.106
H6 -2.031 -4.337 1.929  0.149
H7 -0.531 -5.037 1.263  0.154
H8 -2.147 -4.661 -0.275  0.145
H9 0.215 -3.147 -0.969  0.102
H10 -0.292 -4.841 -1.346  0.136
H11 -0.813 -2.994 -3.164  0.118
H12 -2.308 -5.342 -2.296  0.120
H13 -3.374 -4.160 -3.007  0.091
H14 -1.623 -4.038 -4.945  0.113
H15 -2.725 -5.394 -4.822  0.111
H16 -0.466 -6.278 -3.342  0.093
H17 0.214 -5.428 -4.731  0.113
H18 -0.112 -8.594 -4.060  0.097
H19 -4.186 -2.242 -2.480  0.089
H20 -3.692 -0.608 -2.026  0.117
H21 -4.172 -2.960 -4.688  0.111
H22 -3.732 -2.489 -7.054  0.113
H23 -2.442 -0.509 -7.718  0.120
H24 -0.302 1.083 -6.352  0.088
H25 -1.250 2.083 -5.269  0.079
H26 -1.738 1.874 -6.970  0.085
H27 -2.027 0.595 -3.620  0.090
H28 0.706 0.135 -3.003  0.053
H29 1.067 -1.502 -2.489  0.051
H30 -0.152 -1.216 -3.759  0.034
H31 0.792 -0.546 -0.246  0.037
H32 -2.984 -0.791 0.368  0.067
H33 -2.996 -1.942 1.568  0.111
H34 -4.184 -4.118 -1.093  0.117
H35 -3.916 -4.103 0.646  0.131
H36 -6.227 -2.909 -1.562  0.129
C22 4.240 3.055 3.613  -0.052
C23 5.277 2.074 3.118  -0.174
O8 4.655 0.977 2.394  0.041
C24 4.359 1.217 1.134  -0.417
O9 4.536 2.211 0.499  0.185
C25 3.740 -0.048 0.503  -0.528
F1 2.799 -0.604 1.294  0.139
F2 4.673 -0.967 0.266  0.184
F3 3.137 0.251 -0.652  0.154
H37 3.496 2.547 4.227  0.086
H38 4.723 3.822 4.215  0.088
H39 3.727 3.540 2.783  0.080
H40 5.798 1.602 3.947  0.112
H41 6.015 2.550 2.475  0.130
C26 -4.881 2.020 1.855  -0.043
C27 -3.798 1.884 0.808  -0.215
O10 -3.447 3.153 0.227  0.037
C28 -2.572 3.874 0.913  -0.399
O11 -2.040 3.585 1.940  0.178
C29 -2.265 5.178 0.144  -0.551
F4 -3.378 5.749 -0.314  0.178
F5 -1.473 4.896 -0.902  0.161
F6 -1.633 6.037 0.932  0.176
H42 -5.755 2.516 1.434  0.090
H43 -5.179 1.035 2.213  0.081
H44 -4.530 2.606 2.703  0.085
H45 -4.152 1.287 -0.034  0.114
H46 -2.898 1.417 1.212  0.116
C30 0.772 7.848 -0.366  -0.058
C31 -0.362 8.812 -0.630  -0.192
O12 -0.087 10.110 -0.062  0.036
C32 0.687 10.904 -0.784  -0.404
O13 1.178 10.669 -1.846  0.173
C33 0.854 12.260 -0.063  -0.556
F7 1.101 12.089 1.238  0.170
F8 -0.272 12.971 -0.190  0.170
F9 1.854 12.945 -0.600  0.179
H47 0.974 7.779 0.703  0.087
H48 0.511 6.857 -0.737  0.067
H49 1.684 8.174 -0.864  0.081
H50 -1.279 8.487 -0.144  0.115
H51 -0.558 8.921 -1.696  0.127
C34 5.304 -1.848 8.856  -0.059
C35 6.465 -1.861 7.889  -0.192
O14 6.621 -0.578 7.239  0.027
C36 7.274 0.340 7.935  -0.406
O15 7.743 0.230 9.025  0.182
C37 7.402 1.632 7.099  -0.550
F10 6.242 1.944 6.500  0.151
F11 8.323 1.459 6.142  0.167
F12 7.766 2.645 7.866  0.188
H52 4.387 -1.546 8.348  0.082
H53 5.160 -2.844 9.273  0.084
H54 5.485 -1.155 9.676  0.081
H55 6.297 -2.562 7.074  0.123
H56 7.399 -2.125 8.383  0.127

---

Entry 2:
DFT (ωB97M-V/def2-TZVPD) results for 3 unconnected molecules or ions with the total composition C37H56N2O8 at a distorted geometry.

Computed properties:
* charge: 0
* E: -58603.4541 eV
* SMILES: COCCCCCCCCCCCc1ccc2c(c1)C(=O)c1ccc(CCCCCCCCOC)cc1C2=O.C[N+](=O)[O-].C[N+](=O)[O-]
* LUMO: -1.3504 eV
* 2S+1: 1
* orbital gap: 7.122 eV

Each line ends with the Löwdin charge.
Cartesian coordinates (Å):
C1 7.008 1.144 0.589  -0.114
O1 5.973 2.086 1.133  -0.250
C2 5.238 2.569 -0.060  -0.249
C3 4.191 3.797 0.237  -0.191
C4 3.103 3.509 1.430  -0.219
C5 1.875 2.476 0.981  -0.204
C6 0.734 2.488 2.177  -0.216
C7 -0.625 1.598 1.779  -0.177
C8 -0.387 0.017 2.251  -0.197
C9 -1.636 -0.609 3.108  -0.193
C10 -2.271 -1.996 2.496  -0.218
C11 -2.377 -3.236 3.563  -0.222
C12 -0.939 -3.851 4.059  -0.189
C13 0.294 -3.518 2.985  -0.106
C14 1.474 -2.502 3.575  -0.019
C15 2.714 -2.059 2.597  0.006
C16 2.722 -2.654 1.068  -0.029
C17 1.579 -3.714 0.460  -0.021
C18 0.341 -4.155 1.440  0.042
C19 1.750 -4.270 -1.108  -0.191
O2 1.567 -5.563 -1.454  -0.047
C20 2.219 -3.092 -2.199  -0.032
C21 1.606 -3.030 -3.721  0.006
C22 2.107 -1.796 -4.683  -0.012
C23 3.192 -0.650 -4.133  -0.109
C24 3.707 0.638 -5.010  -0.206
C25 2.577 1.300 -5.997  -0.220
C26 1.072 1.410 -5.354  -0.225
C27 0.999 2.169 -3.895  -0.210
C28 -0.211 1.648 -2.915  -0.211
C29 -1.727 1.956 -3.470  -0.210
C30 -2.805 2.381 -2.305  -0.169
C31 -3.875 1.200 -1.897  -0.223
O3 -5.139 1.232 -2.666  -0.258
C32 -6.273 0.718 -1.860  -0.140
C33 3.813 -0.799 -2.587  0.044
C34 3.344 -2.013 -1.591  -0.016
C35 3.909 -2.231 -0.032  -0.197
O4 5.188 -2.087 0.326  -0.039
H1 8.000 1.685 0.280  0.097
H2 7.252 0.398 1.478  0.111
H3 6.586 0.580 -0.350  0.084
H4 6.073 3.016 -0.786  0.131
H5 4.705 1.722 -0.669  0.099
H6 3.701 4.184 -0.780  0.122
H7 4.858 4.714 0.612  0.118
H8 2.639 4.567 1.720  0.114
H9 3.712 3.115 2.364  0.121
H10 2.379 1.396 0.970  0.116
H11 1.455 2.744 -0.082  0.101
H12 1.231 2.124 3.185  0.111
H13 0.470 3.637 2.354  0.111
H14 -1.515 2.119 2.332  0.077
H15 -0.687 1.614 0.611  0.091
H16 0.540 0.064 3.000  0.089
H17 -0.145 -0.579 1.262  0.114
H18 -1.372 -0.824 4.238  0.112
H19 -2.502 0.205 3.133  0.105
H20 -1.739 -2.292 1.470  0.104
H21 -3.392 -1.732 2.182  0.113
H22 -2.935 -4.122 2.989  0.107
H23 -3.070 -3.002 4.499  0.105
H24 -0.993 -5.022 4.285  0.119
H25 -0.660 -3.362 5.112  0.111
H26 1.420 -2.065 4.668  0.102
H27 3.570 -1.322 2.922  0.109
H28 -0.520 -4.888 1.096  0.115
H29 0.836 -3.807 -4.147  0.104
H30 1.723 -1.664 -5.804  0.102
H31 4.601 0.287 -5.718  0.125
H32 4.155 1.414 -4.221  0.113
H33 2.574 0.787 -7.074  0.119
H34 2.928 2.422 -6.206  0.121
H35 0.488 0.398 -5.277  0.093
H36 0.441 2.091 -6.104  0.118
H37 2.036 2.179 -3.315  0.105
H38 0.768 3.311 -4.132  0.116
H39 -0.163 0.486 -2.667  0.123
H40 -0.109 2.227 -1.881  0.088
H41 -1.732 2.834 -4.270  0.113
H42 -2.167 1.012 -4.052  0.122
H43 -3.446 3.322 -2.654  0.128
H44 -2.289 2.719 -1.285  0.096
H45 -3.425 0.114 -1.895  0.135
H46 -4.183 1.418 -0.765  0.108
H47 -5.956 -0.057 -1.031  0.093
H48 -7.100 0.176 -2.525  0.103
H49 -6.858 1.580 -1.279  0.095
H50 4.587 0.016 -2.195  0.086
C36 -5.541 3.837 1.932  0.041
N1 -4.082 3.575 1.799  -0.405
O5 -3.596 3.642 0.664  0.042
O6 -3.467 3.308 2.838  0.042
H51 -5.952 4.057 0.945  0.096
H52 -6.001 2.939 2.350  0.103
H53 -5.662 4.693 2.600  0.102
C37 -5.497 -6.153 4.544  0.037
N2 -5.501 -4.666 4.596  -0.424
O7 -4.859 -4.130 5.507  0.033
O8 -6.149 -4.080 3.721  0.050
H54 -4.892 -6.534 5.369  0.097
H55 -6.532 -6.489 4.639  0.101
H56 -5.070 -6.448 3.584  0.101

---

Entry 3:
DFT (ωB97M-V/def2-TZVPD) results for a molecular structure, C37H57BrN5OPt at a distorted geometry.

Computed properties:
* charge: +1
* E: -122073.7970 eV
* LUMO (spin up / spin down): -2.3659 / -5.4477 eV
* 2S+1: 3
* relative energy (zero: lowest compared OMol25 entry of this formula, charge and spin): 19.8 kJ/mol
* orbital gap (spin up / spin down): 4.648 / 4.989 eV

Each line ends with the Löwdin charge.
Cartesian coordinates (Å):
Pt1 -0.851 -0.157 0.315  1.139
C1 5.598 2.604 1.238  -0.080
C2 4.309 3.412 1.493  -0.576
C3 4.239 4.562 0.494  -0.042
C4 4.314 3.810 2.936  -0.052
C5 3.130 2.480 1.205  -0.153
C6 3.314 1.172 0.675  -0.007
C7 2.163 0.453 0.331  -0.141
N1 0.909 0.871 0.591  -0.108
C8 0.799 2.069 1.255  -0.222
C9 1.851 2.906 1.539  0.024
C10 -0.510 2.211 1.877  -0.196
C11 -0.828 3.174 2.877  0.032
C12 -2.072 3.292 3.414  -0.172
C13 -2.943 2.146 3.188  -0.008
C14 -2.544 1.134 2.339  -0.125
N2 -1.372 1.179 1.668  -0.138
C15 -2.479 4.411 4.323  -0.544
C16 -1.603 4.559 5.604  -0.024
C17 -2.270 5.739 3.507  -0.042
C18 -3.972 4.273 4.576  -0.085
H1 6.530 3.216 1.470  0.112
H2 5.722 2.351 0.182  0.081
H3 5.745 1.767 1.871  0.070
H4 5.022 5.290 0.752  0.087
H5 3.309 5.186 0.576  0.096
H6 4.366 4.193 -0.559  0.105
H7 5.144 4.451 3.183  0.083
H8 4.451 2.938 3.582  0.098
H9 3.386 4.325 3.262  0.090
H10 4.295 0.804 0.351  0.102
H11 2.287 -0.490 -0.285  0.114
H12 1.607 3.807 2.046  0.104
H13 -0.062 3.862 3.152  0.100
H14 -3.983 2.222 3.541  0.092
H15 -3.053 0.171 2.179  0.099
H16 -0.566 4.833 5.339  0.085
H17 -1.544 3.714 6.255  0.072
H18 -2.030 5.376 6.220  0.093
H19 -1.218 5.817 3.332  0.060
H20 -2.723 6.622 4.068  0.110
H21 -2.766 5.767 2.552  0.078
H22 -4.195 3.367 5.168  0.090
H23 -4.615 4.239 3.679  0.094
H24 -4.269 5.218 5.091  0.097
C19 2.175 -2.623 -6.626  -0.048
C20 2.477 -3.472 -5.374  -0.511
C21 1.671 -4.788 -5.437  -0.035
C22 4.035 -3.726 -5.387  -0.025
C23 2.178 -2.791 -4.059  -0.109
C24 1.992 -1.418 -3.933  -0.054
C25 1.114 -0.974 -2.950  -0.559
Br1 0.755 0.862 -2.913  0.890
C26 0.725 -1.761 -1.854  -0.329
O1 -0.421 -1.521 -1.197  -0.244
C27 1.375 -3.023 -1.693  -0.094
C28 1.939 -3.537 -2.844  0.061
C29 1.288 -3.879 -0.477  -0.521
C30 1.091 -3.133 0.861  -0.048
C31 2.533 -4.724 -0.222  -0.052
C32 0.040 -4.804 -0.731  -0.010
H25 2.174 -3.221 -7.531  0.087
H26 2.938 -1.829 -6.740  0.089
H27 1.240 -2.059 -6.565  0.089
H28 1.480 -5.205 -6.426  0.090
H29 0.672 -4.629 -5.011  0.096
H30 2.153 -5.580 -4.891  0.076
H31 4.379 -4.329 -6.222  0.089
H32 4.365 -4.293 -4.481  0.093
H33 4.595 -2.785 -5.362  0.087
H34 2.414 -0.685 -4.624  0.121
H35 2.305 -4.552 -2.809  0.117
H36 2.054 -2.686 1.158  0.090
H37 0.881 -3.916 1.641  0.106
H38 0.296 -2.393 0.844  0.025
H39 3.406 -4.090 -0.075  0.092
H40 2.802 -5.444 -1.003  0.084
H41 2.524 -5.209 0.763  0.098
H42 -0.864 -4.264 -1.030  0.084
H43 -0.176 -5.475 0.110  0.094
H44 0.301 -5.395 -1.593  0.073
C33 -3.253 0.471 -1.960  -0.050
N3 -4.165 -0.025 -0.941  -0.163
C34 -5.316 0.855 -0.684  -0.037
C35 -3.821 -1.061 -0.138  -0.402
N4 -2.551 -1.305 0.143  -0.041
N5 -4.798 -1.940 0.313  -0.155
C36 -4.545 -2.923 1.350  -0.036
C37 -5.936 -2.197 -0.501  -0.061
H45 -3.810 0.514 -2.896  0.095
H46 -2.454 -0.287 -2.061  0.068
H47 -2.977 1.474 -1.644  0.088
H48 -4.963 1.884 -0.600  0.092
H49 -5.765 0.539 0.267  0.100
H50 -6.067 0.776 -1.483  0.092
H51 -2.309 -2.232 0.568  0.085
H52 -3.880 -2.550 2.070  0.071
H53 -4.068 -3.810 0.904  0.101
H54 -5.488 -3.266 1.721  0.086
H55 -6.259 -1.332 -1.041  0.056
H56 -6.805 -2.582 0.105  0.114
H57 -5.698 -2.997 -1.258  0.116

---

Look up the 2S+1 of the second one.
1

---

The highest 2S+1 belongs to which entry?
C37H57BrN5OPt

---

Which of these has the lowest charge?
C37H56N2O8

---

The highest E belongs to which entry?
C37H56N2O8